8
Properties=species:S:1:pos:R:3 method="wB97M-V/def2-TZVPD" max_force_ev_per_a=5.5 orbital_gap_ev=8.7 relative_energy_ev=1.534 e_lumo_ev=-0.26 smiles="O=C(I)NSS" e_homo_ev=-8.916
C -0.450 -0.128 -2.007
I -1.114 -1.682 -3.246
H 1.374 -1.309 -1.473
S 1.314 0.445 0.128
O -0.950 0.953 -1.830
N 0.805 -0.624 -0.968
H -1.280 1.086 0.629
S -0.435 0.320 1.432

---

6
Properties=species:S:1:pos:R:3 method="wB97M-V/def2-TZVPD" max_force_ev_per_a=4.4 orbital_gap_ev=9.0 relative_energy_ev=1.881 e_lumo_ev=0.10 smiles=C#[N+][S-].I e_homo_ev=-8.875
S -0.688 -0.909 1.844
I 1.985 1.545 -0.491
N -0.941 -0.673 0.325
H 1.934 0.519 0.735
H -1.388 -0.218 -1.637
C -0.901 -0.265 -0.776

---

6
Properties=species:S:1:pos:R:3 method="wB97M-V/def2-TZVPD" max_force_ev_per_a=5.1 orbital_gap_ev="6.5 / 6.5" relative_energy_ev=0.575 e_lumo_ev="-10.06 / -10.41" total_charge=+2 e_homo_ev="-16.575 / -16.898"
H 0.102 -0.279 0.246
O -1.481 -1.241 1.162
Sc 1.624 -0.442 -1.349
C -0.558 -0.440 1.140
Li 0.626 2.222 -3.199
H -0.312 0.180 2.001

---

6
Properties=species:S:1:pos:R:3 method="wB97M-V/def2-TZVPD" max_force_ev_per_a=3.2 orbital_gap_ev="7.4 / 6.8" spin_multiplicity=2 e_lumo_ev="-4.33 / -4.87" total_charge=+1 e_homo_ev="-11.692 / -11.692"
H -0.365 -1.228 0.469
C 0.472 -0.886 -0.205
H -2.144 2.187 0.787
Tl 1.983 -2.202 -1.035
O 0.582 0.348 -0.273
Li -0.527 1.781 0.257

---

Please write out number 1 again, unchanged.
8
Properties=species:S:1:pos:R:3 method="wB97M-V/def2-TZVPD" max_force_ev_per_a=5.5 orbital_gap_ev=8.7 relative_energy_ev=1.534 e_lumo_ev=-0.26 smiles="O=C(I)NSS" e_homo_ev=-8.916
C -0.450 -0.128 -2.007
I -1.114 -1.682 -3.246
H 1.374 -1.309 -1.473
S 1.314 0.445 0.128
O -0.950 0.953 -1.830
N 0.805 -0.624 -0.968
H -1.280 1.086 0.629
S -0.435 0.320 1.432